Entry from the Open Molecules 2025 dataset: C26H42Cl3CoN4O4Si as an isolated structure (ωB97M-V/def2-TZVPD).

Output
- Gap between HOMO and LUMO (alpha / beta): 4.7 / 3.2 eV
- 2S+1: 4
- E_tot: -4588.724062 Eh
- Charge: -1
- E_HOMO (alpha / beta): -2.801 / -2.795 eV

Each line ends with the Mulliken charge.
Atoms and positions in Å:
C1 -2.04 -1.73 -3.13  -0.7337
C2 -0.90 -2.07 -2.17  1.1715
H1 -2.99 -2.32 -2.94  0.1998
H2 -1.84 -1.90 -4.25  -0.0226
H3 -2.28 -0.65 -3.00  0.3660
C3 -0.13 -3.11 -2.46  0.3895
C4 -0.04 -3.81 -3.79  -1.5918
H4 0.47 -3.55 -1.66  0.4650
H5 0.20 -3.12 -4.62  0.1683
H6 -0.98 -4.33 -4.06  0.3358
H7 0.78 -4.54 -3.75  0.3788
Co1 -2.00 -0.78 -5.98  0.4036
Cl1 -3.61 0.49 -5.50  -0.3919
Cl2 -2.88 1.53 -0.42  -0.5136
H8 1.94 4.46 3.34  0.2998
H9 -0.34 6.07 3.95  0.3199
C5 1.49 4.53 2.34  -0.8809
C6 -0.50 5.92 2.88  -0.9578
N1 0.04 4.65 2.42  0.4506
H10 1.74 3.64 1.75  0.1265
C7 -0.72 3.52 2.46  -0.1465
O1 -0.29 2.40 2.20  -0.3792
H11 -1.57 5.93 2.67  0.3267
H12 -1.78 3.71 2.73  0.3347
H13 1.90 5.42 1.86  0.3384
H14 -0.01 6.74 2.34  0.2774
H15 1.50 -0.38 -2.72  0.0225
H16 2.55 -3.02 -1.23  0.2319
C8 2.57 -0.50 -2.61  -0.8086
C9 3.38 -2.29 -1.06  -0.8386
N2 2.92 -0.92 -1.26  0.4068
H17 3.08 0.41 -2.88  0.3978
C10 2.90 -0.11 -0.15  -0.0283
O2 2.77 1.11 -0.10  -0.5905
H18 3.70 -2.38 -0.01  0.3156
H19 3.17 -0.68 0.77  0.4943
H20 2.84 -1.29 -3.30  0.3946
H21 4.22 -2.53 -1.73  0.3660
O3 -0.42 0.12 -0.98  0.4078
C11 -0.92 -1.29 -0.91  -1.6114
C12 0.62 -2.68 0.81  1.5499
C13 -0.58 -2.26 0.25  -1.0839
H22 1.54 -2.17 0.50  0.4560
C14 0.67 -3.68 1.80  -1.0838
H23 -1.99 -1.13 -0.81  0.5810
C15 -1.72 -2.97 0.65  -0.5891
H24 1.63 -4.01 2.21  0.4313
C16 -0.51 -4.27 2.29  -0.8024
C17 -1.71 -3.91 1.67  -0.6468
H25 -2.66 -2.67 0.18  0.3966
H26 -0.49 -5.06 3.05  0.3629
H27 -2.65 -4.36 1.96  0.3937
Si1 -1.07 1.70 -1.40  1.0893
Cl3 0.03 -0.84 -6.17  -0.3968
C18 0.71 2.35 -1.56  -0.5141
C19 -1.22 3.86 -1.28  -1.7786
C20 -1.27 1.98 -3.36  -0.8584
H28 1.09 1.59 -2.24  -0.0431
H29 1.11 2.18 -0.56  -0.2475
H30 0.99 3.32 -1.97  0.4220
H31 -0.57 1.24 -3.75  0.2486
H32 -0.99 2.95 -3.74  0.3977
H33 -2.27 1.80 -3.71  0.0480
H34 -2.19 4.30 -1.39  0.3639
H35 -0.77 4.38 -2.15  0.5041
H36 -0.68 4.34 -0.43  0.2572
N3 2.15 -0.59 4.71  -0.4296
C21 1.63 -0.72 3.46  -0.0604
O4 2.37 -1.00 2.51  -0.5345
C22 0.14 -0.56 3.34  0.4032
C23 -0.71 -0.89 4.40  -0.4828
C24 -2.09 -0.85 4.21  -0.9702
C25 -2.56 -0.56 2.91  -0.6955
N4 -1.75 -0.29 1.91  0.1094
C26 -0.46 -0.20 2.10  0.0807
H37 3.16 -0.62 4.78  0.2797
H38 1.62 -0.25 5.49  0.1625
H39 -0.26 -1.18 5.35  0.3623
H40 -2.78 -1.09 5.01  0.3982
H41 -3.62 -0.50 2.71  0.4876
H42 0.16 -0.05 1.21  0.5375